(1)
Computed, not measured: a structure of composition C43H59GeN6OV, with ωB97M-V with the def2-TZVPD basis set.

The geometry in ORCA input format:
```
! wB97M-V def2-TZVPD RIJCOSX def2/J DEFGRID3
* xyz 0 3
Ge -0.23439 -1.74900 0.21616
V -0.30732 0.88932 -0.17406
O -2.23081 0.87256 0.19473
N -2.73968 2.98171 -2.58859
N -0.39153 0.96688 -2.29189
N -6.69805 2.00248 -0.65681
N -0.49625 1.09972 -4.63263
N -4.21898 0.24220 1.01462
N -1.80450 -0.44055 -3.54740
C 3.73682 -0.68576 1.14574
C 0.03000 2.60993 1.29140
C 2.93827 2.06686 -1.05611
C 2.06396 -2.71371 -1.22911
C -2.11090 -3.79740 3.58776
C -2.91817 -0.57189 -2.62398
C 3.29639 -4.15069 0.78330
C -1.13145 -2.24002 1.93727
C -1.86835 -1.29054 -4.72360
C 2.78505 0.19547 1.95817
C -0.89279 0.55764 -3.43929
C -1.36922 -3.57763 2.39654
C 3.88911 -4.07919 -0.46937
C 1.45827 -2.76095 0.02884
C -3.37174 2.49807 -1.75047
C 0.61350 1.49558 1.90478
C 2.09497 -3.49698 1.02661
C 0.76293 2.81510 0.09755
C -1.29447 -2.75821 -1.13968
C -0.88632 -4.71955 1.70464
C -3.49784 0.98760 0.15540
C -2.34381 -5.12178 4.03677
C 3.61743 1.17825 2.80993
C 1.86367 1.90316 0.02721
C -1.64658 -1.21068 2.68836
C 3.14593 0.78653 -1.87455
C -1.80167 4.27134 0.83735
C -2.61373 -2.69081 4.31503
C -2.38602 -1.42185 3.87479
C 3.26518 -3.36132 -1.48141
C 2.05466 -0.72584 2.94582
C -5.54792 1.95584 -0.74187
C -0.18683 4.58355 2.71306
C 1.77591 1.06539 1.18838
C 4.26626 2.55146 -0.45160
C -0.98949 3.54590 1.90868
C -4.13649 1.85428 -0.75280
C -1.50365 1.45541 -5.62631
C 0.73574 1.84916 -4.74989
C -1.12518 -5.98473 2.15846
C 2.53525 3.19199 -2.02121
C -1.86590 -6.19267 3.34133
C -1.92753 2.81308 2.86946
H -2.36523 -2.66691 -0.95909
H 3.77315 -4.71382 1.57655
H 1.59460 -2.14469 -2.02785
H -1.06483 -2.39087 -2.13914
H -1.02824 -3.81345 -1.10226
H 0.60605 2.90328 -4.47773
H -1.16314 4.88674 0.20046
H -5.22374 0.28488 1.01721
H -0.30359 -4.57794 0.80710
H 3.20473 -1.34636 0.46707
H 3.55993 -0.02166 -1.28127
H 1.51175 1.40789 -4.12964
H 4.10956 3.46879 0.11995
H -2.59841 3.53171 3.34416
H 4.73425 1.82544 0.20057
H -1.97127 -2.32580 -4.39333
H -2.34238 3.57199 0.20050
H 0.06667 1.85652 -2.46358
H -1.48814 2.53672 -5.77717
H 1.65679 -3.55982 2.01685
H 2.78595 -1.37059 3.43632
H 3.27071 3.25307 -2.82554
H 0.51334 5.11769 2.06797
H -1.37142 2.31153 3.66477
H -2.53115 4.93305 1.30820
H -2.91198 -5.26577 4.94848
H -2.76802 -0.57061 4.42665
H -2.53565 2.07146 2.35495
H -2.49528 1.19325 -5.27116
H 4.96999 2.77269 -1.25782
H -3.17821 -2.87388 5.22192
H -3.28968 -1.59254 -2.67351
H 4.32781 0.61719 3.42182
H -1.31364 0.96188 -6.58216
H 3.71790 -3.30273 -2.46409
H -0.74023 -6.83493 1.60976
H 3.83101 0.97956 -2.70503
H 2.51467 4.15803 -1.51463
H 2.19559 0.43232 -2.27811
H -0.95396 -1.19847 -5.30304
H 4.46636 -0.11702 0.57987
H -2.59400 -0.37707 -1.61023
H 0.38414 4.10145 3.50906
H 4.29836 -1.31542 1.83883
H 1.06510 1.81107 -5.78871
H -3.73380 -0.38762 1.63395
H 1.56084 3.04018 -2.48000
H -1.49907 -0.19062 2.35729
H -2.72056 -1.05199 -5.36685
H 4.82940 -4.58192 -0.65728
H 0.30222 1.08496 2.84928
H 1.32469 -1.36269 2.45240
H -2.04949 -7.19955 3.69356
H 1.54184 -0.16968 3.73088
H 0.56572 3.60740 -0.60737
H 4.17681 1.88234 2.19675
H 2.97124 1.75227 3.47676
H -0.86240 5.31275 3.16589
H -3.72533 0.11157 -2.89464
*
```

Results
Largest force on an atom in eV/Å: 0.7
Orbital gap (alpha / beta) in hartree: 0.28929 / 0.30422
Energy in eV: -138742.064
LUMO level (alpha / beta) in hartree: -0.00086 / 0.01607
Energy relative to the best compared isomer or geometry (same formula, charge and spin) in kJ/mol: 17.7

---

(2)
Computed, not measured: a structure of composition C43H60ClCsNO9P3Si at a distorted geometry, with ωB97M-V with the def2-TZVPD basis set.

The geometry in ORCA input format:
```
! wB97M-V def2-TZVPD RIJCOSX def2/J DEFGRID3
* xyz -2 1
Cs 1.82975 0.40801 0.64117
Cl 2.62037 -1.55748 2.91871
P 0.99232 -3.10524 -0.59140
P -1.20462 1.47597 -2.00222
P -1.41587 0.99815 2.53321
Si -1.53340 -1.06520 0.05034
O 9.17611 2.93600 -2.24822
O 9.27632 3.10652 -0.12264
O 2.74429 -2.77977 3.63021
O 3.34070 -1.64252 1.66634
O 3.49674 2.95080 1.93039
O 3.17868 2.23045 -0.91058
O 1.23220 -1.28145 2.63741
O 3.15877 -0.45892 3.66596
O 1.79863 4.52732 0.09473
N 8.62758 2.98832 -1.15431
C -0.02991 0.29228 -4.34585
C 5.20540 2.70459 0.25121
C 2.12408 -3.41607 -2.05152
C -2.54218 -2.86280 2.08672
C 1.49510 -5.93778 -0.06253
C -2.50278 -2.49030 4.45438
C 6.58844 2.84459 0.15723
C 5.12733 2.48270 -2.18619
C 4.65936 2.83249 1.58837
C 6.47575 2.64808 -2.25540
C -1.42103 3.19346 -2.70891
C -2.73369 -3.33230 3.37905
C -2.53034 0.27737 -4.28715
C -2.04486 -4.84866 -2.78382
C 1.81846 -2.37265 -3.11789
C -1.25915 0.25848 -3.43753
C 1.35936 -4.54134 0.53240
C -3.05524 1.90829 2.47190
C -1.07096 2.04838 5.30409
C 0.42866 2.82826 3.49149
C -0.66984 -3.50487 -1.29932
C -2.12027 -1.56295 1.81426
C -2.99415 -3.01847 -1.56542
C -3.98378 1.92609 -1.62801
C -0.40501 1.63744 3.98727
C -5.24646 1.66226 -1.11416
C -1.73536 4.11283 -1.52372
C -2.88909 1.11661 -1.32313
C 3.57256 -3.30932 -1.58382
C -0.11072 3.68418 -3.33701
C -3.06286 -0.01077 -0.51054
C -5.42805 0.55833 -0.29472
C -2.11541 -1.17808 4.20886
C -4.34163 -0.25574 -0.01131
C 0.30390 -4.52153 1.64057
C 7.22390 2.82389 -1.07583
C -3.14349 -4.06888 -2.46002
C -4.08577 1.58842 3.55664
C -1.77324 -2.69841 -0.97106
C 4.40743 2.46769 -0.94457
C -0.82034 -4.55939 -2.19808
C -2.85999 3.41238 2.32046
C -1.93893 -0.70681 2.91400
H 0.78113 -2.44002 -3.45354
H -3.41332 0.06118 -3.68452
H -0.21546 3.70950 3.40815
H 5.45215 2.85442 2.36680
H -4.27853 0.51638 3.59697
H 0.06051 3.28379 -4.33133
H 0.08185 -0.66565 -4.86151
H -2.57770 3.87945 3.26770
H 0.85835 2.67230 2.50151
H 3.83137 -4.09062 -0.86578
H -3.45821 1.54340 1.52432
H 0.57860 -5.21337 2.44257
H -0.90102 4.11051 -0.81721
H -2.67364 1.25412 -4.76018
H 2.47333 -2.49589 -3.98746
H 0.03977 -5.15990 -2.46909
H 0.27588 0.79688 4.16552
H -2.61262 -2.84299 5.47386
H -3.74520 1.90555 4.54538
H -0.67565 -4.81900 1.25510
H 2.15143 4.17663 0.92315
H -1.93191 -0.52565 5.05238
H -2.13250 -5.66784 -3.48980
H -2.08190 3.63586 1.58617
H 4.25479 -3.38790 -2.43608
H 4.54250 2.33459 -3.08634
H -2.69605 -3.54680 1.25600
H 0.53623 -6.28914 -0.45019
H -3.79259 3.87840 1.98769
H 0.73979 3.40416 -2.70910
H -2.21654 3.26358 -3.45978
H -3.86101 -2.40917 -1.33169
H -2.47089 -0.46853 -5.08614
H 1.24390 3.06636 4.17789
H -4.48216 -1.10911 0.64898
H -6.07736 2.31762 -1.35387
H -0.12967 1.05627 -5.11591
H -2.63411 3.81796 -0.98105
H 1.97316 -1.36516 -2.72207
H 0.20908 -3.52120 2.06955
H -1.67295 1.26029 5.75567
H 0.88672 0.48837 -3.78683
H -1.86738 5.14012 -1.87860
H 1.81448 -6.64799 0.70732
H 2.03378 3.81966 -0.52197
H -6.40348 0.33466 0.12592
H -4.11272 -4.26942 -2.90619
H -5.03368 2.09818 3.35174
H -3.86371 2.78748 -2.27334
H 2.31280 -4.24857 0.98671
H -0.31122 2.34669 6.03357
H 7.17500 2.98560 1.05496
H -1.72208 2.91249 5.14886
H -0.12185 4.77553 -3.41388
H -3.04219 -4.36121 3.53840
H 3.74910 -2.34847 -1.09054
H -1.23146 -0.68846 -2.88425
H 6.98799 2.64041 -3.20556
H 2.22644 -5.97794 -0.87236
H 1.97686 -4.41128 -2.48715
*
```

Results
Largest force on an atom in eV/Å: 1.8
Orbital gap in hartree: 0.16639
Energy in eV: -114291.176
LUMO level in hartree: 0.13345
Energy relative to the best compared isomer or geometry (same formula, charge and spin) in kJ/mol: 0.0